Formula: H2O4S3
Source: OMol25
Level of theory: wB97M-V/def2-TZVPD

Output
Energy above the lowest of the compared OMol25 structures with the same formula, charge and spin: 157.6 kJ/mol

The geometry in ORCA input format:
```
! wB97M-V def2-TZVPD RIJCOSX def2/J DEFGRID3
* xyz 0 1
O 1.25 0.27 0.53
O -0.52 -0.37 2.27
O 1.15 2.08 -1.21
O -1.06 0.28 -0.23
S 1.22 0.65 -1.11
S -2.64 0.80 -0.17
S -0.24 0.66 1.34
H 2.81 0.46 -1.14
H -3.37 -0.52 -0.30
*
```

Formula: C6H16O2
Source: OMol25
Level of theory: wB97M-V/def2-TZVPD

Output
SMILES: CC[C@@H](C)CCO.O
Energy above the lowest of the compared OMol25 structures with the same formula, charge and spin: 87.8 kJ/mol

The geometry in ORCA input format:
```
! wB97M-V def2-TZVPD RIJCOSX def2/J DEFGRID3
* xyz 0 1
C 1.51 -0.25 -1.01
O 2.27 0.94 -1.29
C 1.42 -0.53 0.48
C -0.02 -0.05 0.87
C -0.11 0.15 2.39
C -1.16 -1.04 0.54
C -2.45 -0.35 0.17
H 1.98 -1.04 -1.61
H 0.60 -0.01 -1.53
H 2.00 1.69 -0.76
H 1.41 -1.62 0.58
H 2.21 -0.11 1.10
H -0.19 0.96 0.44
H 0.43 -0.63 2.91
H -1.12 0.29 2.84
H 0.47 1.02 2.73
H -1.39 -1.74 1.34
H -0.89 -1.72 -0.22
H -3.32 -1.02 0.04
H -2.52 0.21 -0.80
H -2.70 0.43 0.88
H 1.25 1.58 -3.61
H 0.04 1.22 -2.82
O 0.28 1.64 -3.65
*
```

Formula: C7H9N3O2
Source: OMol25
Level of theory: wB97M-V/def2-TZVPD

Output
SMILES: N/C(=N/c1ccc(O)cc1)NO
Energy above the lowest of the compared OMol25 structures with the same formula, charge and spin: 784.0 kJ/mol

The geometry in ORCA input format:
```
! wB97M-V def2-TZVPD RIJCOSX def2/J DEFGRID3
* xyz 0 1
C 2.30 -0.09 0.30
C 0.06 -0.31 0.37
C -0.76 -1.06 -0.83
C -2.05 -0.66 -0.99
C -2.74 0.22 0.00
C -2.01 0.61 1.19
C -0.65 0.35 1.43
H 4.32 -0.14 0.01
H 3.44 -1.81 0.45
H 3.28 1.18 -1.09
H 0.55 1.85 -0.87
H -0.04 -1.69 -1.51
H -2.82 -1.23 -1.74
H -4.48 -0.16 -0.87
H -2.69 1.11 2.06
H -0.31 -0.19 2.57
N 3.39 -0.74 0.07
N 2.34 1.02 -0.52
N 1.38 -0.91 0.67
O 1.48 2.19 -0.52
O -4.00 0.47 -0.18
*
```

Formula: C66H132F21N7O21S7
Source: OMol25
Level of theory: wB97M-V/def2-TZVPD

Output
Energy above the lowest of the compared OMol25 structures with the same formula, charge and spin: 0.0 kJ/mol

The geometry in ORCA input format:
```
! wB97M-V def2-TZVPD RIJCOSX def2/J DEFGRID3
* xyz 0 1
C 6.69 6.53 -6.32
C 5.78 5.35 -6.13
C 4.91 5.39 -4.88
N 4.00 4.15 -4.83
C 2.84 4.32 -5.78
C 4.78 2.86 -5.11
C 3.96 1.82 -4.27
C 3.51 2.48 -3.00
C 3.54 3.92 -3.33
H 7.48 6.66 -5.58
H 6.08 7.40 -6.59
H 7.25 6.33 -7.23
H 6.40 4.45 -6.06
H 5.24 5.09 -7.05
H 4.22 6.23 -4.87
H 5.52 5.40 -3.98
H 2.28 5.19 -5.42
H 2.20 3.44 -5.69
H 3.21 4.48 -6.79
H 4.78 2.65 -6.18
H 5.79 3.01 -4.74
H 3.15 1.41 -4.87
H 4.60 0.97 -4.03
H 2.53 2.05 -2.78
H 4.19 2.27 -2.18
H 2.58 4.39 -3.16
H 4.31 4.31 -2.67
C -4.41 1.32 1.40
C -3.33 1.01 0.37
C -2.23 0.12 1.01
N -1.26 -0.59 -0.01
C -2.14 -1.48 -0.95
C -0.17 -1.27 0.74
C 0.90 -1.51 -0.34
C 0.84 -0.18 -1.11
C -0.55 0.40 -0.95
H -4.00 1.97 2.17
H -4.81 0.41 1.84
H -5.24 1.94 1.05
H -2.97 1.96 -0.02
H -3.82 0.48 -0.44
H -2.67 -0.57 1.74
H -1.60 0.84 1.54
H -2.67 -0.99 -1.77
H -2.84 -2.01 -0.30
H -1.43 -2.13 -1.45
H -0.54 -2.22 1.13
H 0.14 -0.58 1.53
H 0.63 -2.32 -1.02
H 1.90 -1.64 0.08
H 1.16 -0.31 -2.14
H 1.61 0.44 -0.66
H -1.01 0.49 -1.94
H -0.51 1.35 -0.42
C 0.77 4.79 -0.50
C 1.12 5.32 0.92
C 1.71 6.78 0.69
N 2.08 7.57 2.01
C 3.05 6.73 2.82
C 0.88 8.03 2.96
C 1.42 9.17 3.77
C 2.69 9.68 3.01
C 2.60 8.98 1.66
H 1.52 4.07 -0.83
H 0.70 5.48 -1.33
H -0.21 4.31 -0.41
H 1.84 4.62 1.35
H 0.27 5.31 1.61
H 1.03 7.34 0.06
H 2.64 6.62 0.15
H 2.60 5.79 3.12
H 3.26 7.23 3.76
H 3.97 6.54 2.27
H 0.50 7.20 3.56
H 0.13 8.28 2.21
H 1.59 8.90 4.81
H 0.66 9.95 3.83
H 3.67 9.43 3.42
H 2.71 10.77 3.01
H 3.49 8.96 1.03
H 1.82 9.34 1.00
C -3.43 -5.29 7.18
C -2.34 -4.22 6.67
C -2.87 -2.93 6.01
N -1.81 -1.98 5.34
C -1.88 -2.20 3.83
C -2.21 -0.50 5.66
C -1.34 -0.03 6.81
C -0.38 -1.14 7.17
C -0.41 -2.03 5.97
H -4.23 -4.79 7.72
H -2.98 -5.96 7.92
H -3.88 -6.03 6.53
H -1.74 -4.72 5.91
H -1.72 -3.90 7.51
H -3.25 -2.26 6.78
H -3.81 -3.05 5.47
H -2.85 -1.91 3.41
H -1.83 -3.24 3.53
H -1.10 -1.64 3.31
H -1.92 -0.02 4.72
H -3.27 -0.25 5.77
H -0.75 0.81 6.46
H -1.87 0.29 7.71
H 0.62 -0.71 7.26
H -0.66 -1.59 8.12
H 0.29 -1.65 5.23
H -0.11 -3.05 6.21
C -9.50 -6.37 0.52
C -8.19 -5.65 0.39
C -7.67 -5.01 1.74
N -6.35 -4.20 1.55
C -5.68 -3.93 2.93
C -5.06 -5.17 3.59
C -4.06 -5.84 2.66
C -4.76 -6.12 1.35
C -5.35 -4.89 0.68
C -6.65 -2.82 0.94
H -10.30 -5.63 0.49
H -9.56 -7.01 1.40
H -9.68 -6.90 -0.41
H -8.15 -4.92 -0.42
H -7.45 -6.41 0.16
H -7.59 -5.73 2.54
H -8.32 -4.19 2.07
H -6.45 -3.48 3.57
H -4.98 -3.15 2.65
H -5.91 -5.84 3.70
H -4.73 -4.95 4.60
H -3.56 -6.68 3.12
H -3.25 -5.11 2.55
H -5.51 -6.87 1.61
H -4.04 -6.60 0.68
H -5.79 -5.35 -0.19
H -4.66 -4.09 0.40
H -7.20 -2.94 0.01
H -5.69 -2.35 0.76
H -7.32 -2.21 1.54
C 2.82 -4.78 -10.12
C 3.50 -4.03 -8.98
C 3.04 -4.45 -7.57
N 3.84 -3.80 -6.42
C 3.00 -4.15 -5.06
C 1.77 -3.26 -4.79
C 1.99 -1.77 -5.11
C 2.68 -1.51 -6.44
C 4.05 -2.24 -6.61
C 5.28 -4.41 -6.42
H 2.90 -5.86 -10.03
H 3.34 -4.39 -11.00
H 1.80 -4.44 -10.32
H 3.13 -3.01 -9.03
H 4.57 -4.20 -9.07
H 3.09 -5.52 -7.36
H 1.99 -4.25 -7.36
H 2.79 -5.22 -5.07
H 3.74 -3.96 -4.28
H 0.93 -3.55 -5.43
H 1.31 -3.37 -3.81
H 1.06 -1.21 -5.12
H 2.56 -1.39 -4.26
H 2.02 -1.91 -7.21
H 2.86 -0.45 -6.61
H 4.62 -2.00 -7.51
H 4.72 -1.98 -5.79
H 5.19 -5.49 -6.54
H 5.72 -4.17 -5.45
H 5.82 -4.01 -7.28
C 2.73 -1.92 4.02
C 3.90 -0.96 3.91
C 3.90 -0.14 2.53
N 5.11 0.85 2.34
C 5.29 1.77 3.57
C 6.24 3.00 3.24
C 5.94 3.80 1.97
C 5.70 2.88 0.70
C 4.71 1.69 1.07
C 6.33 0.10 1.91
H 1.82 -1.51 3.59
H 2.55 -2.21 5.06
H 2.82 -2.82 3.40
H 4.86 -1.43 4.13
H 3.79 -0.18 4.67
H 3.08 0.57 2.51
H 3.76 -0.74 1.63
H 4.27 2.15 3.72
H 5.56 1.19 4.45
H 6.12 3.65 4.10
H 7.26 2.71 3.00
H 5.04 4.39 2.11
H 6.67 4.59 1.77
H 5.30 3.44 -0.15
H 6.70 2.57 0.40
H 3.72 2.09 1.29
H 4.56 0.97 0.26
H 6.51 -0.75 2.57
H 7.28 0.62 1.79
H 6.20 -0.35 0.92
C -0.65 3.32 3.71
F -1.51 3.28 2.72
F -0.19 4.61 3.83
F -1.30 2.91 4.80
S 0.84 2.07 3.33
O 2.01 2.61 3.99
O 0.45 0.75 3.87
O 0.95 2.10 1.89
C 4.33 -3.37 -0.68
F 3.28 -3.92 -1.33
F 4.09 -2.80 0.48
F 5.30 -4.28 -0.49
S 4.97 -1.95 -1.91
O 3.88 -0.95 -2.00
O 6.13 -1.37 -1.23
O 5.28 -2.62 -3.15
C -0.73 -5.43 0.84
F 0.21 -5.44 -0.03
F -1.49 -4.31 0.74
F -1.51 -6.49 0.67
S 0.01 -5.49 2.64
O 1.06 -6.49 2.59
O 0.53 -4.13 2.90
O -1.05 -5.86 3.57
C -2.76 2.87 -3.38
F -3.57 3.48 -4.32
F -2.74 3.58 -2.24
F -3.17 1.66 -3.34
S -0.93 2.73 -3.97
O -0.65 1.33 -4.26
O -0.94 3.55 -5.23
O -0.06 3.32 -2.93
C -7.22 1.29 3.74
F -6.25 2.16 3.49
F -8.10 1.84 4.55
F -7.81 0.90 2.63
S -6.56 -0.36 4.55
O -5.72 -1.07 3.56
O -5.74 0.17 5.67
O -7.75 -0.99 5.12
C -3.77 -3.97 -3.26
F -4.06 -4.96 -4.07
F -3.14 -4.56 -2.18
F -2.98 -3.11 -3.89
S -5.48 -3.03 -2.76
O -5.08 -1.94 -1.82
O -5.87 -2.40 -4.05
O -6.35 -4.05 -2.18
C -6.27 3.16 -1.42
F -6.66 2.03 -0.86
F -5.28 3.78 -0.74
F -5.93 2.97 -2.67
S -7.82 4.18 -1.24
O -7.75 4.85 0.05
O -7.55 5.12 -2.33
O -8.93 3.24 -1.39
*
```

Formula: C34H41ClF21O14S
Source: OMol25
Level of theory: wB97M-V/def2-TZVPD

The geometry in ORCA input format:
```
! wB97M-V def2-TZVPD RIJCOSX def2/J DEFGRID3
* xyz 1 1
Cl 4.48 -2.10 -2.29
S 3.67 -0.37 -2.90
C 4.62 1.01 -2.28
C 4.58 2.11 -3.08
C 5.27 3.21 -2.62
C 5.96 3.19 -1.44
C 5.97 2.04 -0.67
C 5.30 0.92 -1.09
H 2.51 -0.28 -2.19
H 4.05 2.16 -4.02
H 5.24 4.09 -3.26
H 6.52 4.05 -1.10
H 6.50 2.01 0.27
H 5.29 0.00 -0.51
C 3.82 -4.85 -0.35
C 2.90 -3.91 0.40
O 1.79 -4.63 0.96
C 2.03 -5.22 2.14
O 3.06 -5.20 2.73
C 0.75 -5.90 2.64
F 0.12 -6.57 1.67
F -0.12 -5.00 3.12
F 1.00 -6.77 3.61
H 3.27 -5.41 -1.11
H 4.62 -4.29 -0.85
H 4.28 -5.57 0.32
H 2.47 -3.18 -0.29
H 3.43 -3.36 1.17
C 0.29 5.92 -2.46
C 0.14 5.36 -3.86
O 0.99 6.06 -4.79
C 2.25 5.67 -4.85
O 2.75 4.78 -4.22
C 3.00 6.48 -5.91
F 2.71 7.78 -5.83
F 2.68 6.06 -7.14
F 4.32 6.35 -5.77
H 0.11 6.97 -2.47
H -0.41 5.44 -1.78
H 1.30 5.76 -2.09
H -0.88 5.51 -4.22
H 0.34 4.29 -3.89
C -2.28 -8.36 1.27
C -2.13 -9.40 2.36
O -2.88 -10.59 2.03
C -2.27 -11.46 1.23
O -1.17 -11.33 0.76
C -3.16 -12.69 1.02
F -4.43 -12.35 0.80
F -3.13 -13.48 2.10
F -2.75 -13.41 -0.02
H -3.33 -8.15 1.08
H -1.79 -7.44 1.55
H -1.85 -8.71 0.33
H -2.55 -9.03 3.29
H -1.09 -9.65 2.54
C -2.95 -4.04 3.38
C -3.51 -3.26 2.20
O -4.84 -2.79 2.47
C -4.92 -1.66 3.15
O -4.00 -1.01 3.55
C -6.40 -1.26 3.32
F -7.16 -2.30 3.66
F -6.89 -0.76 2.18
F -6.55 -0.33 4.27
H -3.63 -4.85 3.65
H -1.98 -4.46 3.14
H -2.85 -3.40 4.25
H -3.59 -3.92 1.33
H -2.86 -2.44 1.92
C 6.95 -0.06 -9.00
C 6.87 1.26 -8.26
O 5.49 1.67 -8.09
C 4.85 1.15 -7.07
O 5.29 0.37 -6.27
C 3.42 1.71 -7.00
F 2.84 1.76 -8.20
F 3.44 2.96 -6.51
F 2.65 0.98 -6.20
H 6.42 0.00 -9.95
H 7.99 -0.32 -9.20
H 6.50 -0.86 -8.43
H 7.34 2.05 -8.84
H 7.37 1.21 -7.30
C -0.17 12.61 0.20
C 1.08 11.90 0.68
O 1.12 10.54 0.20
C 1.59 10.37 -1.03
O 1.97 11.22 -1.77
C 1.61 8.87 -1.37
F 0.48 8.25 -0.97
F 2.63 8.25 -0.76
F 1.75 8.67 -2.68
H -1.06 12.04 0.49
H -0.23 13.61 0.63
H -0.18 12.69 -0.89
H 1.09 11.84 1.76
H 1.98 12.44 0.37
C -7.29 -0.86 7.08
C -7.65 -0.23 8.40
O -8.81 -0.86 8.97
C -8.59 -1.98 9.65
O -7.53 -2.50 9.82
C -9.92 -2.51 10.23
F -10.91 -2.44 9.34
F -10.28 -1.78 11.30
F -9.80 -3.78 10.62
H -8.14 -0.84 6.40
H -6.46 -0.33 6.62
H -7.00 -1.91 7.20
H -7.91 0.81 8.26
H -6.82 -0.27 9.10
*
```

HOMO level for the records above, in order: -9.605; -10.563; -7.432; -5.904; -12.203 eV
Frontier orbital gap for the records above, in order: 9.3; 11.4; 8.1; 4.3; 7.1 eV
Largest force on an atom for the records above, in order: 4.14; 2.88; 10.05; 4.20; 1.52 eV Å⁻¹